Model 1:
This record from the OMol25 dataset describes a molecular structure, C30H31N2O5PSn. The level of theory is wB97M-V/def2-TZVPD.

- Gap between HOMO and LUMO: 0.2785 Ha
- E_HOMO: -0.2828 Eh
- Lowest unoccupied orbital energy: -0.12 eV

XYZ file:
```
70
C30H31N2O5PSn | the OMol25 dataset | wB97M-V/def2-TZVPD
Sn 6.60 -5.26 15.37
O 8.85 -4.40 17.32
C 9.23 -5.50 18.18
C 8.09 -6.58 17.92
O 8.02 -7.42 18.81
O 7.33 -6.59 16.80
C 10.62 -6.05 17.96
C 10.98 -7.42 17.88
C 12.28 -7.87 18.00
C 13.38 -7.05 18.16
C 13.09 -5.68 18.16
C 11.79 -5.20 18.12
C 8.98 -5.04 19.63
C 7.94 -4.24 19.98
C 7.77 -3.66 21.24
C 8.68 -4.03 22.27
C 9.73 -4.91 21.96
C 9.83 -5.43 20.68
H 9.60 -4.00 16.95
H 10.19 -8.18 17.75
H 12.41 -8.97 18.01
H 14.39 -7.36 18.21
H 13.88 -4.93 18.34
H 11.70 -4.11 18.27
H 7.28 -3.75 19.21
H 6.96 -3.00 21.53
H 8.49 -3.65 23.31
H 10.54 -5.19 22.68
H 10.62 -6.15 20.33
O 6.00 -2.36 18.38
C 5.57 -2.97 17.37
O 5.55 -4.24 17.29
C 4.89 -2.09 16.25
P 6.09 -1.93 14.79
C 7.09 -0.45 15.11
C 7.62 0.29 13.99
C 8.39 1.41 14.20
C 8.68 1.86 15.50
C 8.26 1.09 16.59
C 7.38 0.00 16.38
C 5.18 -1.33 13.37
C 4.51 -0.08 13.38
C 3.80 0.30 12.24
C 3.85 -0.42 11.06
C 4.58 -1.64 11.04
C 5.15 -2.15 12.20
H 4.53 -1.12 16.64
H 4.03 -2.61 15.85
H 7.39 -0.08 13.00
H 8.60 1.99 13.31
H 9.37 2.70 15.72
H 8.61 1.30 17.59
H 6.98 -0.49 17.23
H 4.71 0.63 14.18
H 3.31 1.29 12.29
H 3.41 0.01 10.15
H 4.77 -2.12 10.08
H 5.54 -3.16 12.19
N 4.51 -6.11 16.12
C 3.71 -7.13 15.37
C 4.57 -7.52 14.15
N 6.00 -7.43 14.36
H 4.75 -6.38 17.11
H 3.84 -5.34 16.28
H 2.75 -6.71 15.02
H 3.53 -8.02 15.92
H 4.27 -6.89 13.29
H 4.38 -8.57 13.81
H 6.50 -7.71 13.49
H 6.27 -8.10 15.07
```

Model 2:
This record from the OMol25 dataset describes a molecular structure, C30H31N2O5PSn. The level of theory is wB97M-V/def2-TZVPD.

- Gap between HOMO and LUMO: 0.2593 Ha
- E_HOMO: -0.2569 Eh
- Lowest unoccupied orbital energy: 0.07 eV

XYZ file:
```
70
C30H31N2O5PSn | the OMol25 dataset | wB97M-V/def2-TZVPD
Sn -0.36 -1.17 -1.02
O 1.77 -1.38 0.81
C 1.39 -0.68 2.04
C 0.05 0.11 1.87
O -0.43 0.82 2.77
O -0.47 0.09 0.64
C 2.50 0.20 2.52
C 3.78 -0.36 2.61
C 4.84 0.39 3.10
C 4.67 1.73 3.43
C 3.42 2.31 3.19
C 2.34 1.56 2.78
C 1.08 -1.78 3.06
C 1.09 -3.16 2.75
C 0.94 -4.07 3.79
C 0.72 -3.69 5.11
C 0.62 -2.32 5.40
C 0.75 -1.39 4.39
H 1.90 -0.67 0.13
H 3.94 -1.38 2.33
H 5.81 -0.11 3.19
H 5.46 2.39 3.80
H 3.30 3.39 3.38
H 1.31 1.99 2.73
H 1.14 -3.49 1.72
H 1.00 -5.13 3.51
H 0.68 -4.43 5.89
H 0.39 -1.92 6.41
H 0.55 -0.33 4.61
O 2.74 -0.52 -3.65
C 1.79 -0.13 -2.94
O 1.68 -0.30 -1.64
C 0.65 0.70 -3.62
P -0.83 1.08 -2.57
C -0.40 2.42 -1.42
C 0.93 2.79 -1.14
C 1.19 3.77 -0.18
C 0.15 4.35 0.54
C -1.18 4.01 0.21
C -1.46 3.07 -0.79
C -2.18 1.73 -3.57
C -3.12 0.88 -4.14
C -4.24 1.40 -4.77
C -4.41 2.81 -4.85
C -3.39 3.65 -4.41
C -2.27 3.11 -3.75
H 0.33 0.05 -4.46
H 1.08 1.61 -4.01
H 1.77 2.35 -1.69
H 2.21 4.05 0.01
H 0.34 5.16 1.26
H -2.04 4.55 0.59
H -2.51 2.80 -1.04
H -2.95 -0.19 -4.04
H -4.96 0.72 -5.22
H -5.33 3.20 -5.33
H -3.51 4.72 -4.49
H -1.43 3.79 -3.47
N -1.82 -2.88 0.31
C -2.37 -4.05 -0.36
C -2.20 -4.01 -1.88
N -0.85 -3.55 -2.24
H -1.30 -3.20 1.12
H -2.60 -2.33 0.68
H -3.44 -4.11 -0.19
H -1.94 -4.96 0.03
H -2.89 -3.30 -2.32
H -2.47 -4.99 -2.26
H -0.74 -3.50 -3.27
H -0.18 -4.26 -1.94
```

Going by the energies, model 2 is most stable and the next is 0.0211 hartree up.

Model 1:
This record from the OMol25 dataset describes 2 unconnected molecules or ions with the total composition C6H13N3. The level of theory is wB97M-V/def2-TZVPD.

- Gap between HOMO and LUMO: 0.2878 Ha
- E_HOMO: -0.2574 Eh
- Lowest unoccupied orbital energy: 0.83 eV

XYZ file:
```
22
C6H13N3 | the OMol25 dataset | wB97M-V/def2-TZVPD
C -1.44 0.25 -0.49
C 1.23 -0.83 -0.84
C -0.62 0.27 0.82
C -0.16 0.97 -0.37
N -1.10 1.00 1.99
N 1.29 -0.52 -2.24
N -0.13 -2.08 1.34
C 0.36 -0.82 1.06
C 0.38 2.19 -0.62
H -1.41 1.92 1.72
H -1.87 0.50 2.43
H 0.41 -0.72 -2.70
H 1.53 0.46 -2.38
H 0.55 -2.82 1.46
H -1.13 -2.17 1.47
H -2.33 0.86 -0.50
H -1.51 -0.64 -1.10
H 2.22 -0.61 -0.41
H 1.08 -1.91 -0.81
H 1.22 -0.53 1.65
H 0.46 2.56 -1.63
H 0.96 2.70 0.15
```

Model 2:
This record from the OMol25 dataset describes 2 unconnected molecules or ions with the total composition C6H13N3. The level of theory is wB97M-V/def2-TZVPD.

- Gap between HOMO and LUMO: 0.2892 Ha
- E_HOMO: -0.2603 Eh
- Structure (SMILES): [H]/N=C/C(=C)C.[H]/N=C(\C)N
- Lowest unoccupied orbital energy: 0.79 eV

XYZ file:
```
22
C6H13N3 | the OMol25 dataset | wB97M-V/def2-TZVPD
H 1.33 -2.71 0.52
N 0.97 -1.91 -0.02
C 1.12 -0.80 0.55
C 0.94 0.77 -0.25
C 1.90 1.63 0.22
C 0.82 0.52 -1.73
H 1.65 -0.67 1.52
H 2.75 1.89 -0.38
H 2.08 1.78 1.27
H 0.47 -0.47 -2.01
H 0.09 1.23 -2.12
H 1.77 0.74 -2.22
H -1.35 -1.21 2.38
N -1.34 -0.24 2.09
C -1.34 -0.16 0.81
C -1.98 -1.05 -0.21
N -0.94 1.17 0.32
H -1.26 -1.58 -0.83
H -2.63 -1.79 0.25
H -2.61 -0.48 -0.91
H -0.89 1.79 1.12
H -1.57 1.53 -0.39
```

Model 3:
This record from the OMol25 dataset describes a molecular structure, C6H13N3. The level of theory is wB97M-V/def2-TZVPD.

- Gap between HOMO and LUMO: 0.3195 Ha
- E_HOMO: -0.2816 Eh
- Lowest unoccupied orbital energy: 1.03 eV

XYZ file:
```
22
C6H13N3 | the OMol25 dataset | wB97M-V/def2-TZVPD
C -0.44 0.66 0.10
C -0.17 -2.40 1.18
N 0.38 -0.27 -0.55
C 0.69 -1.21 0.92
N -0.21 -1.07 -1.54
N -1.81 0.46 0.29
C -0.20 2.00 -1.25
C 1.79 -0.88 1.60
C 0.49 3.10 -0.96
H 0.03 1.18 0.93
H -0.78 -0.54 -2.19
H 0.54 -1.53 -2.05
H -2.36 1.31 0.19
H -2.16 -0.26 -0.33
H -0.65 1.90 -2.24
H -1.16 -2.09 1.52
H 0.26 -3.05 1.94
H -0.29 -3.00 0.27
H 2.35 0.02 1.38
H 2.19 -1.53 2.39
H 0.97 3.23 0.01
H 0.56 3.96 -1.63
```

Model 4:
This record from the OMol25 dataset describes 2 unconnected molecules or ions with the total composition C6H13N3. The level of theory is wB97M-V/def2-TZVPD.

- Gap between HOMO and LUMO (spin up / spin down): 0.2953 / 0.2953 Ha
- E_HOMO (spin up / spin down): -0.2652 / -0.2652 Eh
- Structure (SMILES): [H]/N=C\C=C.C/C(N)=C/N
- Lowest unoccupied orbital energy (spin up / spin down): 0.82 / 0.82 eV

XYZ file:
```
22
C6H13N3 | the OMol25 dataset | wB97M-V/def2-TZVPD
H -3.00 0.14 0.15
N -2.30 0.60 0.73
C -1.22 0.89 0.06
C -0.94 0.17 -1.31
C -0.54 0.80 -2.41
H -0.91 1.94 -0.03
H -1.42 -0.81 -1.39
H -0.14 1.81 -2.37
H -0.57 0.34 -3.39
C 2.05 -0.09 -0.49
C 0.92 -0.53 0.38
N 0.56 -1.85 0.36
C 0.34 0.33 1.34
N -0.35 -0.28 2.43
H 1.88 -0.37 -1.53
H 2.98 -0.57 -0.16
H 2.17 0.99 -0.46
H 0.03 -2.14 1.18
H 1.13 -2.49 -0.17
H 0.93 1.21 1.61
H -0.26 0.27 3.28
H -1.34 -0.34 2.18
```

Going by the energies, model 4 is most stable and the next is 0.0392 hartree up.

Model 1:
This record from the OMol25 dataset describes C6H13N3 in the gas phase. The level of theory is wB97M-V/def2-TZVPD.

- Gap between HOMO and LUMO: 0.3081 Ha
- E_HOMO: -0.2748 Eh
- Structure (SMILES): N[C@@H]1[C@H]2CNCC[C@]12N
- Lowest unoccupied orbital energy: 0.91 eV

XYZ file:
```
22
C6H13N3 | the OMol25 dataset | wB97M-V/def2-TZVPD
N 0.01 2.11 -1.86
C -0.29 1.71 -0.42
C 0.73 0.55 -0.21
C 1.51 -0.02 0.75
N 0.94 -1.43 1.06
C 0.16 -1.79 -0.14
C -1.10 -1.16 -0.67
C -0.87 0.31 -0.03
N -1.44 0.44 1.27
H -1.06 2.35 -2.35
H 0.72 2.81 -1.69
H -0.39 2.36 0.39
H 0.76 0.15 -1.26
H 1.55 0.54 1.78
H 2.49 -0.36 0.53
H 1.65 -2.09 1.43
H 0.77 -2.07 -0.96
H -0.14 -2.83 0.21
H -1.91 -1.43 0.23
H -1.24 -1.41 -1.72
H -1.16 -0.28 1.99
H -1.69 1.52 1.68
```

Model 2:
This record from the OMol25 dataset describes C6H13N3 in the gas phase. The level of theory is wB97M-V/def2-TZVPD.

- Gap between HOMO and LUMO: 0.3317 Ha
- E_HOMO: -0.2994 Eh
- Structure (SMILES): [H]/N=C(C)/N=C(/C)N(C)C
- Lowest unoccupied orbital energy: 0.88 eV

XYZ file:
```
22
C6H13N3 | the OMol25 dataset | wB97M-V/def2-TZVPD
H 1.92 -1.77 -1.70
N 1.64 -0.86 -1.33
C 0.36 -0.76 -1.31
C -0.56 -1.87 -1.76
N -0.32 0.58 -1.47
C -0.48 1.02 -0.28
C -1.01 2.40 0.03
N 0.13 0.27 0.78
C 1.31 0.84 1.44
C -0.43 -0.92 1.40
H -0.49 -1.96 -2.84
H -1.60 -1.66 -1.50
H -0.25 -2.82 -1.30
H -1.70 2.70 -0.76
H -1.53 2.40 0.99
H -0.19 3.12 0.06
H 2.14 0.89 0.74
H 1.64 0.26 2.30
H 1.09 1.85 1.78
H 0.29 -1.74 1.30
H -0.58 -0.76 2.47
H -1.38 -1.21 0.95
```

Going by the energies, model 2 is most stable and the next is 0.1783 hartree up.

Model 1:
This record from the OMol25 dataset describes 3 unconnected molecules or ions with the total composition C3H12N2O3. The level of theory is wB97M-V/def2-TZVPD.

- Gap between HOMO and LUMO: 0.1364 Ha
- E_HOMO: -0.3168 Eh
- Lowest unoccupied orbital energy: -4.91 eV

XYZ file:
```
20
C3H12N2O3 | the OMol25 dataset | wB97M-V/def2-TZVPD
N -0.44 0.91 -1.45
C 0.39 -0.29 -1.19
C 1.50 0.03 -0.17
C -0.44 -1.63 -1.01
N -1.68 -1.42 -0.14
O 0.31 -2.56 -0.70
H -1.42 0.76 -1.33
H -0.17 1.61 -0.79
H 0.81 -0.57 -2.18
H 1.87 -0.92 0.25
H 2.32 0.48 -0.75
H 1.09 0.71 0.65
H -2.44 -2.04 -0.23
H -1.45 -1.32 0.82
H 0.18 1.30 2.31
H -0.38 0.48 3.51
O 0.21 0.48 2.78
H -0.98 -1.97 -1.93
H 0.52 3.38 0.87
O 0.20 2.57 0.67
```

Model 2:
This record from the OMol25 dataset describes 3 unconnected molecules or ions with the total composition C3H12N2O3. The level of theory is wB97M-V/def2-TZVPD.

- Gap between HOMO and LUMO: 0.3522 Ha
- E_HOMO: -0.3305 Eh
- Structure (SMILES): NCNCC=O.O.O
- Lowest unoccupied orbital energy: 0.59 eV

XYZ file:
```
20
C3H12N2O3 | the OMol25 dataset | wB97M-V/def2-TZVPD
N -2.08 -0.26 -1.32
C -0.87 0.42 -1.63
N -0.46 0.98 -0.32
C 0.96 1.34 -0.23
C 1.50 1.24 1.17
O 2.67 1.22 1.45
H -2.50 -0.78 -2.08
H -2.79 0.30 -0.86
H -0.94 1.25 -2.36
H -0.10 -0.25 -2.01
H -0.71 0.24 0.32
H 1.50 0.65 -0.89
H 1.14 2.39 -0.54
H 0.75 1.06 1.99
O 0.79 -1.37 -0.09
H 1.14 -2.15 -0.58
H -0.13 -1.44 -0.38
O -1.57 -2.32 1.21
H -2.29 -1.79 0.86
H -1.75 -2.81 2.01
```

Model 3:
This record from the OMol25 dataset describes 3 unconnected molecules or ions with the total composition C3H12N2O3. The level of theory is wB97M-V/def2-TZVPD.

- Gap between HOMO and LUMO: 0.3624 Ha
- E_HOMO: -0.3503 Eh
- Structure (SMILES): CCNC(N)=O.O.O
- Lowest unoccupied orbital energy: 0.33 eV

XYZ file:
```
20
C3H12N2O3 | the OMol25 dataset | wB97M-V/def2-TZVPD
C 2.29 -1.64 -0.20
C 0.99 -1.09 -0.78
N 0.98 0.36 -0.91
C 0.27 1.20 -0.11
N -0.67 0.82 0.79
O 0.50 2.40 -0.29
H 2.14 -2.54 0.39
H 2.76 -0.98 0.54
H 3.04 -1.74 -0.96
H 0.77 -1.58 -1.73
H 0.18 -1.33 -0.09
H 1.77 0.77 -1.38
H -0.95 1.54 1.44
H -0.70 -0.11 1.19
O -2.42 -1.29 1.77
H -3.29 -1.11 1.42
H -2.24 -2.22 1.92
O -2.18 2.90 -1.21
H -1.59 3.54 -0.78
H -1.66 2.11 -1.01
```

Going by the energies, model 3 is most stable and the next is 0.0675 hartree up.